(1)
Below is C3H3NO as an isolated structure, with properties calculated with ωB97M-V/def2-TZVPD.

Values from the calculation:
Charge: 0
E_LUMO (Ha): 0.0329
Maximum force (eV/Å): 0.386
E_HOMO (eV): -9.7
Orbital gap (eV): 10.640

Each line ends with the Mulliken charge.
Element x y z (Å)
H -0.162 1.960 -0.510  0.44
N -1.111 0.093 0.066  -0.48
C 1.247 0.322 0.060  -0.43
H -0.996 -1.873 0.848  0.38
C -0.525 -0.967 0.487  0.14
C -0.015 0.919 -0.240  -0.09
H 0.739 0.492 -1.172  0.22
O 0.822 -0.947 0.462  -0.17

(2)
Below is C24H20F6IO3P2STi as an isolated structure, with properties calculated with ωB97M-V/def2-TZVPD.

Values from the calculation:
Charge: 0
E_LUMO (alpha / beta) (Ha): -0.0047 / -0.0880
Maximum force (eV/Å): 1.482
2S+1: 4
E_HOMO (alpha / beta) (eV): -6.9 / -8.7
Orbital gap (alpha / beta) (eV): 6.776 / 6.274

Each line ends with the Mulliken charge.
Element x y z (Å)
C -6.129 -0.026 -0.060  -0.73
H 2.102 2.347 -1.399  0.57
H -5.104 1.852 0.212  0.53
C -4.710 -1.971 -0.205  -0.08
C -1.935 -2.827 1.554  1.14
C -2.671 -2.818 -2.557  -0.78
C -5.970 -1.402 -0.198  -0.74
H -0.511 -6.013 -2.440  0.42
F 1.492 0.075 -2.468  -0.34
C -2.594 -3.644 -3.665  -0.73
C -2.382 -4.142 1.651  -0.47
H -1.951 -4.624 4.976  0.39
H 3.393 0.592 2.273  0.39
C 1.847 2.012 -0.401  -0.36
F -0.751 -0.419 -2.437  -0.29
H 3.714 0.969 -0.138  0.38
H -4.600 -3.042 -0.309  0.44
F 1.303 0.935 -4.613  -0.30
H -1.150 -1.142 2.628  0.45
O -2.681 2.369 1.063  -0.70
C 1.518 1.644 2.350  -0.44
C -1.183 -4.293 -1.361  -0.56
H -2.718 -4.674 0.770  0.41
C -1.510 -2.157 2.703  -0.52
C -5.016 0.782 0.079  -0.66
H -3.129 -3.378 -4.567  0.42
C 0.722 2.563 0.256  -0.19
C -1.526 -2.800 3.928  -0.78
H 1.392 1.488 3.414  0.45
C -3.753 0.210 0.065  0.29
Ti 0.043 0.625 -0.791  0.41
H -1.190 -2.274 4.812  0.45
H -1.739 -5.421 -4.502  0.40
H -2.727 -5.806 2.953  0.42
P 0.286 0.266 -3.614  1.56
H -7.118 0.410 -0.054  0.41
S -2.340 1.257 0.232  1.40
F 0.046 1.719 -2.856  -0.33
C 0.583 2.369 1.640  -0.35
H -6.844 -2.032 -0.299  0.43
F 0.557 -1.196 -4.146  -0.38
H -0.604 -4.524 -0.476  0.55
P -1.914 -1.945 -0.038  0.50
H -3.252 -1.907 -2.605  0.39
C 2.650 1.137 1.706  -0.48
C -3.573 -1.170 -0.080  -0.27
I 1.133 -1.791 0.112  -0.17
C -2.387 -4.781 2.882  -0.77
F -0.969 0.493 -4.536  -0.38
C -1.958 -4.117 4.020  -0.57
H -0.258 2.817 2.151  0.45
O -1.821 1.595 -1.101  -0.45
O -1.275 0.366 0.809  -0.11
C -1.121 -5.120 -2.470  -0.80
C -1.819 -4.794 -3.624  -0.53
C -1.976 -3.146 -1.391  0.79
C 2.820 1.333 0.352  -0.61
H 0.107 3.299 -0.247  0.41

(3)
Below is C36H50BI2N7OV as an isolated structure, with properties calculated with ωB97M-V/def2-TZVPD.

Values from the calculation:
Charge: +1
E_LUMO (alpha / beta) (Ha): -0.1137 / -0.1184
Maximum force (eV/Å): 1.983
2S+1: 3
E_HOMO (alpha / beta) (eV): -10.5 / -10.7
Orbital gap (alpha / beta) (eV): 7.397 / 7.495

Each line ends with the Mulliken charge.
Element x y z (Å)
C 1.373 4.198 2.584  -1.59
C 5.009 1.573 -0.202  0.56
C -1.776 -0.873 -3.960  -1.22
H 0.267 1.948 -3.781  0.38
C -2.715 0.354 -0.596  0.77
C -3.911 1.012 -0.759  -0.48
H 6.733 0.419 -0.723  0.63
C -0.666 1.398 -3.647  -1.30
N 0.818 -0.581 -1.749  -0.24
C 0.148 -1.733 2.498  -0.48
H 4.925 -2.616 -0.989  0.14
H -1.235 3.595 2.521  0.55
H 5.190 -2.137 1.146  0.05
C 1.596 2.449 0.845  0.06
H -1.223 -3.817 3.562  0.42
C -1.210 -1.672 3.149  0.50
C 4.349 -3.336 -1.570  -1.58
H -2.805 -3.036 3.682  0.42
H -0.043 -0.166 -4.947  0.61
H 6.208 2.535 -1.733  0.45
C -2.168 -0.605 2.607  -0.94
C -0.458 -0.089 -3.940  0.12
H -1.402 1.810 -4.337  0.43
H -6.031 0.819 -1.049  0.45
H -2.725 -0.139 3.418  0.60
C 2.441 -1.869 -2.535  0.00
C 4.896 -1.965 2.180  -1.41
H -2.896 -1.045 1.926  0.20
C 0.590 -0.728 -3.065  -0.02
C 2.318 -2.195 2.232  0.27
C -2.471 -3.753 -0.692  -1.46
I -3.899 3.102 -0.773  0.04
H 4.720 -0.899 2.333  0.32
H 3.606 -3.805 -0.926  0.14
H 5.728 -0.357 0.496  -0.16
H 3.649 -2.872 3.639  0.59
O -1.525 0.909 -0.422  -0.24
H -4.592 -3.862 -0.928  0.25
H -2.388 -0.544 -4.801  0.53
H 4.740 3.432 -1.323  0.42
N -1.478 -1.599 -0.492  1.52
H 4.928 -0.923 -3.081  0.18
H 3.347 -3.499 -3.431  0.65
H 5.033 -4.112 -1.915  0.48
H 5.530 2.086 0.611  0.59
C 3.683 -2.689 -2.778  0.33
N 1.875 -1.504 1.157  0.80
N 0.548 -1.218 1.329  0.56
H 5.217 -0.341 -1.200  0.12
H 1.261 -2.843 4.052  0.62
H 1.683 -1.875 -4.602  0.62
H -2.094 -3.350 2.094  0.25
H -1.629 0.184 2.086  -0.38
C 3.762 -4.218 1.996  -1.31
H 4.714 -4.662 2.289  0.43
H -2.344 -0.709 -3.050  0.12
B 2.649 -0.901 -0.067  1.34
C -5.102 0.281 -0.924  -0.09
I -6.928 -2.102 -1.174  0.09
H 3.708 -4.213 0.909  0.22
H 1.754 3.499 3.331  0.40
H 4.630 1.972 -2.307  0.33
H 2.957 -4.842 2.382  0.40
H -0.997 -1.443 4.196  0.56
H 3.449 3.659 0.883  0.53
C 2.949 2.730 0.668  -1.01
C 5.703 0.235 -0.416  -1.57
C 3.665 -2.791 2.551  0.16
N 1.964 -1.261 -1.429  0.97
H 0.344 4.150 0.701  0.27
C -3.730 -3.219 -0.810  -0.95
C 3.552 1.580 0.196  -0.74
C -1.870 -3.058 3.120  -1.42
H 5.608 -2.415 -3.742  0.46
N 1.371 1.187 0.431  0.11
C -1.361 -2.911 -0.539  -0.53
H -1.590 -1.942 -4.072  0.33
V -0.083 -0.106 -0.109  -0.30
C 4.685 -1.853 -3.594  -1.41
H -2.323 -4.823 -0.705  0.50
C 0.638 3.434 1.475  1.01
C 1.583 -1.555 -3.578  -0.98
C -0.618 2.815 2.074  -0.84
C -3.896 -1.818 -0.788  1.51
N 2.583 0.648 0.070  0.82
H 0.682 4.883 3.074  0.42
H -0.357 -3.314 -0.463  0.46
H 4.277 -1.598 -4.571  0.43
H 5.731 -2.265 2.812  0.51
C -5.103 -1.090 -0.933  -0.42
H 2.211 4.783 2.208  0.34
C 5.154 2.436 -1.468  -1.55
H -1.015 1.566 -2.632  0.05
C 1.246 -2.349 3.095  -1.23
H 3.756 -1.289 -0.049  -1.13
H -1.212 2.321 1.317  -0.47
C -2.719 -1.063 -0.617  -1.25
H -0.340 2.113 2.864  0.30

(4)
Below is C18H53B2Mn2O9 as an isolated structure, with properties calculated with ωB97M-V/def2-TZVPD.

Values from the calculation:
Charge: +1
E_LUMO (alpha / beta) (Ha): -0.0757 / -0.0759
Maximum force (eV/Å): 4.695
2S+1: 11
E_HOMO (alpha / beta) (eV): -10.6 / -10.7
Orbital gap (alpha / beta) (eV): 8.585 / 8.658

Each line ends with the Mulliken charge.
Element x y z (Å)
H -2.593 -5.972 -1.531  0.32
H 1.042 3.474 -3.573  0.38
H 1.112 -0.783 -1.078  -1.08
H 3.271 -3.456 0.951  0.30
B 0.078 -1.091 -1.060  2.79
H -0.671 4.146 0.380  0.02
H -3.382 4.339 -2.159  0.33
H 1.197 1.108 -5.297  0.42
C -4.394 -2.906 2.423  -0.66
C -2.485 4.164 -1.565  -1.24
C 2.488 2.089 3.042  -1.15
H -0.900 1.507 2.502  0.14
H 4.576 1.226 2.427  0.61
O -3.972 -2.434 1.148  -0.41
H 3.055 -2.364 -0.381  0.10
H -0.421 0.722 3.995  0.36
H 2.132 2.758 0.066  0.21
H 0.303 3.609 1.734  0.19
O 3.266 0.127 -0.423  0.62
H -0.878 4.885 -3.351  0.40
H 4.864 1.471 0.191  0.46
H 4.053 -0.454 2.299  0.25
H -3.709 0.433 0.106  -0.09
C 1.096 2.979 -0.191  -0.06
H 0.004 -2.140 -1.300  -0.22
C -1.129 3.825 -3.388  -0.76
O 0.004 1.719 -3.684  -0.38
H -3.675 -2.551 3.161  0.19
H -0.315 -1.893 3.655  0.55
Mn 1.400 -0.010 0.528  -0.11
H 5.214 -0.260 0.286  0.46
H -1.672 0.048 3.164  0.20
O 2.563 1.004 2.112  0.31
H -0.444 -0.508 -1.803  -0.07
H 0.865 4.954 0.639  0.43
H -4.300 -5.853 -2.001  0.26
O 1.822 -1.889 1.149  0.27
H -2.141 0.884 0.845  -0.75
H 2.765 1.669 4.009  0.37
H -2.207 5.205 -1.400  0.42
C 1.084 0.949 -4.225  -0.79
H 1.985 1.275 -3.705  0.16
H -4.443 -3.995 2.446  0.29
H 1.021 3.398 -1.194  -0.04
C 1.022 -2.496 2.111  -0.27
H 1.469 -3.315 2.675  0.56
H -2.752 1.659 -0.592  -0.66
H 2.906 -0.352 -2.403  0.20
C 0.355 3.994 0.715  -1.21
H 1.302 -1.069 3.728  0.37
C -3.600 -5.758 -1.171  -0.83
H 1.817 -3.576 -0.098  0.25
O 0.500 1.714 -0.425  0.01
H 4.582 -0.292 -2.061  0.46
H -1.999 3.755 -4.040  0.55
C -2.635 -2.776 0.718  0.67
H 3.092 2.966 2.809  0.42
H 0.917 -0.122 -4.114  0.26
Mn -1.176 1.184 -1.776  0.41
O -3.649 -4.457 -0.542  -0.28
H -2.291 -2.244 -0.169  -0.17
C 2.513 -2.900 0.398  -0.93
C -0.718 0.536 2.963  -1.33
H -1.891 -2.614 1.498  -0.09
O 0.142 -0.319 2.238  0.54
H -0.244 -0.902 -0.048  -0.41
B -2.684 0.716 -0.072  1.21
H 1.473 2.447 3.218  0.26
H -2.706 3.851 -0.545  0.37
C 3.918 0.546 1.887  -0.73
H 3.853 1.218 -2.062  0.30
H 0.192 -2.986 1.602  -0.16
O -1.545 3.283 -2.140  -0.17
H -2.267 -0.039 -0.721  0.24
C 0.492 -1.424 3.092  -0.91
H -5.393 -2.558 2.689  0.29
C 3.637 0.183 -1.797  -1.26
C 4.432 0.491 0.396  -0.98
H -1.593 -4.376 -0.049  0.43
H -3.818 -6.538 -0.442  0.33
C -2.599 -4.278 0.360  -0.91
C 0.093 3.110 -3.967  -0.75
H 0.009 3.262 -5.043  0.46
H -2.686 -4.930 1.229  0.48